[1]
Molecular formula: C4H9NO
Method: DFT, the ωB97M-V functional and the def2-TZVPD basis

Summary:
- HOMO level (eV) = -8.105

Each line ends with the Mulliken charge.
Cartesian coordinates (Å):
1 C 1.316353 -1.347186 0.019053  -0.730
2 C -0.004169 -1.697974 0.664584  -0.262
3 N -0.950887 -0.804030 0.450777  -0.152
4 C -1.038378 0.292832 -0.530336  -0.503
5 C -0.123481 1.506023 -0.260758  -0.529
6 O 0.221969 1.682365 1.090724  -0.533
7 H 1.615157 -0.322346 0.279734  0.270
8 H 2.066139 -2.027144 0.420629  0.270
9 H 1.358374 -1.427379 -1.077913  0.291
10 H -0.795421 -0.131136 -1.509382  0.282
11 H -1.827335 -0.991578 0.923135  0.212
12 H -2.087113 0.598537 -0.547396  0.423
13 H -0.650942 2.412373 -0.579332  0.335
14 H 0.777914 1.421817 -0.883419  0.276
15 H 0.121821 0.834828 1.539900  0.351

Forces on atoms 1 to 6 (eV/Å):
C 0.08 -0.12 0.13
C -0.02 0.56 0.06
N 0.01 -0.44 0.05
C 0.01 0.04 -0.15
C -0.02 0.01 -0.34
O -0.14 -0.02 0.18

[2]
Molecular formula: C4H9NO
Method: DFT, the ωB97M-V functional and the def2-TZVPD basis

Summary:
- HOMO level (eV) = -8.414

Each line ends with the Mulliken charge.
Cartesian coordinates (Å):
1 C -0.961129 2.885235 -0.230803  -0.538
2 C -1.534928 2.021095 0.604450  -0.522
3 C -0.080261 -0.676128 0.375453  -0.392
4 O 0.651359 0.021001 -0.511976  -0.348
5 N 0.388742 -1.925609 0.438892  0.046
6 C 1.499248 -2.523053 -0.292296  -0.730
7 H 0.254428 0.908309 -0.519394  0.337
8 H -1.306941 3.005523 -1.255131  0.277
9 H -0.132822 3.517394 0.081718  0.280
10 H -1.190736 1.889715 1.626297  0.265
11 H -2.358446 1.382744 0.297476  0.264
12 H -0.095720 -2.516806 1.095705  0.249
13 H 1.206039 -3.503921 -0.681784  0.279
14 H 1.759832 -1.867106 -1.123557  0.274
15 H 2.375620 -2.642448 0.355812  0.260

Forces on atoms 1 to 6 (eV/Å):
C -0.07 -0.07 0.10
C 0.06 0.14 -0.12
C 0.38 -0.53 -0.12
O -0.23 0.10 0.16
N -0.31 0.26 0.15
C 0.13 0.03 -0.12

[3]
Molecular formula: C4H9NO
Method: DFT, the ωB97M-V functional and the def2-TZVPD basis

Summary:
- SMILES string = CC/N=C\CO
- HOMO level (eV) = -8.183

Each line ends with the Mulliken charge.
Cartesian coordinates (Å):
1 C -2.193166 0.150098 -0.523561  -1.227
2 C -0.766540 -0.362504 -0.467602  -0.206
3 N -0.320560 0.692902 0.493684  -0.512
4 C 0.644934 0.094885 1.050824  -0.169
5 C 1.990700 -0.105735 0.443089  -0.356
6 O 2.138289 0.196051 -0.911990  -0.535
7 H -2.715011 -0.368946 -1.309807  0.389
8 H -2.619774 -0.059769 0.466497  0.293
9 H -2.240021 1.239387 -0.640776  0.335
10 H -0.868336 -1.360469 0.014535  0.203
11 H -0.159771 -0.534385 -1.369699  0.431
12 H 0.536301 -0.193722 2.099198  0.409
13 H 2.421988 -1.083672 0.645071  0.367
14 H 2.521180 0.635425 1.078892  0.239
15 H 1.618269 0.994837 -1.094118  0.340

Forces on atoms 1 to 6 (eV/Å):
C -0.55 -0.36 -0.60
C -0.90 0.41 -0.62
N 0.52 -0.82 0.89
C 0.53 0.55 0.72
C 0.19 -0.32 0.19
O -0.16 0.12 -0.01

[4]
Molecular formula: C4H9NO
Method: DFT, the ωB97M-V functional and the def2-TZVPD basis

Summary:
- SMILES string = CCCNC=O
- HOMO level (eV) = -9.663

Each line ends with the Mulliken charge.
Cartesian coordinates (Å):
1 C -0.146329 1.648135 -0.736764  -1.106
2 C 0.364432 0.215618 -0.987288  -0.742
3 C 1.011844 -0.548501 0.229938  -0.434
4 N 0.099199 -1.058896 1.255501  -0.139
5 C -1.262148 -1.085864 1.174675  0.107
6 O -2.024197 -1.874503 1.665069  -0.551
7 H -1.223485 1.592310 -0.999960  0.278
8 H -0.021264 2.087822 0.240666  0.329
9 H 0.296899 2.442685 -1.345176  0.364
10 H -0.312996 -0.419147 -1.572355  0.486
11 H 1.203641 0.399099 -1.632321  0.342
12 H 1.469814 -1.374451 -0.298794  0.257
13 H 1.660113 0.106092 0.799690  0.363
14 H 0.487674 -1.787630 1.839175  0.234
15 H -1.603192 -0.342770 0.367950  0.212

Forces on atoms 1 to 6 (eV/Å):
C -1.65 -0.10 -0.62
C 1.26 0.70 1.10
C -1.72 0.76 -0.77
N -0.60 -0.62 0.35
C 0.28 0.75 -2.87
O -0.07 -0.08 0.98

[5]
Molecular formula: C4H9NO
Method: DFT, the ωB97M-V functional and the def2-TZVPD basis

Summary:
- HOMO level (eV) = -7.300

Each line ends with the Mulliken charge.
Cartesian coordinates (Å):
1 C 1.233491 1.217908 0.021980  -0.994
2 N 0.226611 0.329209 -0.582598  0.134
3 C 0.672001 -0.671183 -1.334374  -0.490
4 C -1.046455 0.579327 -0.260709  -0.784
5 C -1.049776 -1.259707 1.348153  0.068
6 O -2.116050 -1.320347 1.914090  -0.506
7 H 1.327398 2.115791 -0.592888  0.330
8 H 2.189947 0.697871 0.082917  0.323
9 H 0.906105 1.489562 1.026771  0.367
10 H 1.733722 -0.755212 -1.521859  0.214
11 H -0.826772 -1.786795 0.394437  0.181
12 H -0.053846 -1.279772 -1.860702  0.303
13 H -1.829816 0.066601 -0.801490  0.363
14 H -1.261048 1.417255 0.385217  0.304
15 H -0.149603 -0.798398 1.813213  0.187

Forces on atoms 1 to 6 (eV/Å):
C 0.08 0.04 0.09
N -0.10 -0.10 -0.04
C 0.01 0.07 -0.03
C 0.05 0.16 -0.23
C -0.08 -0.13 0.13
O 0.33 -0.08 -0.06

[6]
Molecular formula: C4H9NO
Method: DFT, the ωB97M-V functional and the def2-TZVPD basis

Summary:
- SMILES string = CCN=C=O.C
- HOMO level (eV) = -10.296

Each line ends with the Mulliken charge.
Cartesian coordinates (Å):
1 C -2.147090 0.519741 0.077598  -0.987
2 C -1.534675 -0.596573 -0.757895  -0.409
3 N -0.120008 -0.748156 -0.484451  -0.481
4 C 0.403093 -1.157981 0.527634  0.804
5 O 0.997867 -1.539610 1.463151  -0.476
6 H -3.231476 0.543052 -0.062326  0.331
7 H -1.734929 1.493156 -0.204440  0.277
8 H -1.941014 0.358432 1.141616  0.312
9 H -2.023400 -1.552246 -0.548776  0.347
10 H -1.646856 -0.393201 -1.825185  0.262
11 C 2.605566 0.594358 -0.029162  -1.068
12 H 1.664988 0.514946 -0.574762  0.274
13 H 3.286110 1.194922 -0.628196  0.316
14 H 3.032465 -0.399327 0.134797  0.237
15 H 2.431365 1.067903 0.941091  0.261

Forces on atoms 1 to 6 (eV/Å):
C -0.05 0.04 0.02
C -0.33 -0.06 -0.06
N 0.24 -0.42 0.58
C -0.05 -0.22 0.16
O -0.34 0.21 -0.55
H 0.11 0.04 0.00

[7]
Molecular formula: C4H9NO
Method: DFT, the ωB97M-V functional and the def2-TZVPD basis

Summary:
- HOMO level (eV) = -8.793

Each line ends with the Mulliken charge.
Cartesian coordinates (Å):
1 C 1.593933 -0.392613 -0.478717  -1.162
2 C 0.284888 0.098895 0.176961  0.673
3 C -0.683635 -0.667139 0.983625  -1.111
4 C -0.911849 -0.517145 -0.444967  0.264
5 H 1.644882 -1.456797 0.006979  0.291
6 H 2.652460 0.035352 -0.082269  0.316
7 H 1.858475 -0.340366 -1.635925  0.238
8 H -0.206108 1.979806 -0.766837  0.207
9 H -0.622533 1.538818 1.340855  0.430
10 H -1.336711 -0.450044 1.670894  0.444
11 H -0.339049 -1.708112 1.178475  0.218
12 H -0.843952 -1.597591 -0.882341  0.302
13 H -1.445655 1.793749 -0.808890  0.154
14 N 0.388380 1.534912 0.344177  -0.603
15 O -2.033525 0.148270 -0.602020  -0.661

Forces on atoms 1 to 6 (eV/Å):
C 3.58 -2.03 1.22
C 3.37 3.31 -0.67
C 6.04 -5.23 -1.49
C -3.98 -3.33 -0.32
H 0.25 1.33 -1.82
H -2.83 -0.34 -0.25

[8]
Molecular formula: C4H9NO
Method: DFT, the ωB97M-V functional and the def2-TZVPD basis

Summary:
- HOMO level (eV) = -8.651

Each line ends with the Mulliken charge.
Cartesian coordinates (Å):
1 C 0.230063 -0.074478 0.535171  -0.081
2 C -1.153660 -0.563102 0.554008  -0.336
3 C 0.215171 1.080652 -1.048770  -0.978
4 C 1.341303 -1.047424 0.262167  -1.308
5 N -1.798525 0.663288 -0.176399  0.080
6 O -2.344664 1.464705 0.534068  -0.374
7 H 0.434514 0.653697 1.317947  0.337
8 H -1.331071 -1.419410 -0.096358  0.276
9 H -1.610303 -0.649449 1.537816  0.383
10 H 2.246187 -0.526917 -0.061254  0.339
11 H -0.368618 1.951769 -1.332438  0.319
12 H 1.202684 1.473827 -0.814623  0.359
13 H 0.294250 0.361956 -1.860392  0.279
14 H 1.584678 -1.613209 1.165716  0.368
15 H 1.057991 -1.755903 -0.516660  0.336

Forces on atoms 1 to 6 (eV/Å):
C 0.15 2.14 -2.54
C -1.11 1.17 -0.11
C 2.19 -1.14 1.70
C 0.10 0.12 0.06
N -1.68 -0.75 0.88
O 0.68 -0.77 -0.22

What energy above the lowest of the compared OMol25 structures with the same formula, charge and spin values result from the calculations? In sequence: 322.6, 299.1, 422.6, 129.6, 399.2, 102.1, 995.5, 501.9 kJ/mol.